1.
C19H66N14O14 | the ωB97M-V functional and the def2-TZVPD basis

CARTESIAN COORDINATES (ANGSTROEM)
O: -1.770 -3.197 -8.187
O: 1.097 6.348 -1.673
O: 8.115 -3.334 2.605
O: -3.046 -1.735 9.056
O: 0.148 1.944 -5.306
O: -6.231 -0.684 -3.416
O: -5.823 -4.366 2.792
O: -4.855 -5.070 -2.686
O: 1.727 3.432 4.948
O: 7.956 4.760 -2.458
O: -4.511 4.301 4.539
O: -7.057 -0.666 1.414
O: -0.887 -4.282 3.710
O: -1.424 -0.127 1.006
N: -7.706 -0.720 -5.177
N: -5.915 5.737 3.437
N: -2.991 -1.532 6.878
N: -1.022 -0.279 -1.179
N: -4.689 4.301 2.373
N: 0.142 5.322 0.129
N: -1.390 2.195 -6.848
N: 0.431 3.060 6.801
N: 2.498 2.668 6.940
N: -4.267 -3.001 7.673
N: 0.474 0.549 0.127
N: -6.120 0.757 -5.108
N: 2.208 5.997 0.160
N: -0.494 3.986 -6.080
C: -4.987 4.743 3.519
C: 6.672 2.873 -2.939
C: 0.022 -6.001 5.136
C: 1.139 5.919 -0.543
C: 0.367 -4.843 4.247
C: 6.899 -2.840 2.920
C: 5.958 -2.828 1.662
C: -0.271 -4.365 -6.788
C: 1.193 -3.788 4.986
C: 0.589 -3.518 -9.001
C: 6.359 5.056 -4.386
C: -6.679 -0.238 -4.469
C: -0.718 0.048 0.020
C: 7.123 -1.540 3.581
C: 7.335 4.112 -3.562
C: -3.435 -2.059 7.929
C: -0.480 2.682 -6.040
C: 1.575 3.100 6.158
C: -0.608 -4.063 -8.235
H: -5.154 4.730 1.585
H: 1.010 -5.085 3.401
H: -8.122 -0.125 -5.880
H: -1.087 -4.889 -8.761
H: 2.270 2.372 7.878
H: 7.459 -0.849 2.808
H: 6.521 -3.466 3.728
H: 2.134 6.018 1.167
H: 0.763 -3.489 5.942
H: 8.112 3.843 -4.277
H: 0.690 0.837 1.071
H: -2.276 -0.841 7.051
H: 4.919 -2.564 1.858
H: -0.088 -3.469 -6.196
H: 1.581 -3.931 -8.817
H: 6.234 -2.110 0.890
H: -5.875 -5.276 3.085
H: 0.395 -3.555 -10.073
H: 3.047 6.351 -0.277
H: -0.437 -5.572 6.027
H: -4.890 -4.157 2.822
H: 7.431 2.196 -2.546
H: 2.152 -4.205 5.291
H: 0.017 4.466 -5.353
H: -1.134 -4.910 -6.404
H: -0.617 0.253 -1.935
H: -1.517 1.195 -6.907
H: -4.695 -3.161 6.772
H: -6.338 0.821 -6.092
H: 6.053 2.398 -3.700
H: -6.865 -0.897 0.505
H: 1.257 -2.824 4.480
H: -4.723 -3.433 8.464
H: 3.330 2.431 6.418
H: 5.514 5.415 -3.798
H: 0.815 -6.648 5.508
H: -6.460 6.111 4.202
H: -6.851 -1.458 1.911
H: -6.188 5.863 2.473
H: -8.216 -1.435 -4.679
H: 5.961 3.159 -2.164
H: -1.098 4.387 -6.782
H: -0.797 -3.378 3.400
H: -5.292 1.237 -4.788
H: 7.913 -1.562 4.332
H: -0.740 5.291 -0.362
H: 5.760 -3.773 1.155
H: -3.991 -5.403 -2.440
H: -2.496 -3.506 -7.639
H: 0.637 -2.451 -8.783
H: 1.053 0.754 -0.675
H: 6.965 5.898 -4.720
H: 0.547 -5.083 -6.735
H: -4.390 3.337 2.337
H: -1.761 2.825 -7.545
H: -0.434 3.308 6.342
H: -4.757 -4.118 -2.675
H: 6.024 4.468 -5.240
H: 0.492 2.710 7.747
H: 8.510 -3.424 3.475
H: -0.738 -6.649 4.698
H: 0.249 4.814 0.995
H: 6.213 -1.229 4.094
H: 8.328 5.464 -2.995
H: -3.097 -2.071 6.031
H: -1.885 -0.768 -1.369

Calculated values
relative energy (zero: lowest compared OMol25 entry of this formula, charge and spin)	140.27	kcal per mole
charge	0
LUMO energy	0.001	Ha
E_tot	-70301.0306	eV
spin multiplicity	1
F_max	6.75	eV/Å
HOMO	-9.4	eV

2.
C19H66N22O13 | the ωB97M-V functional and the def2-TZVPD basis

CARTESIAN COORDINATES (ANGSTROEM)
O: -4.366 1.831 6.165
O: -3.082 2.647 -3.494
O: 1.794 -5.484 -1.920
O: -0.135 -0.607 -7.384
O: 4.800 0.589 -1.392
O: 1.894 0.129 5.245
O: -0.772 4.447 -1.258
O: -2.009 -1.486 0.379
O: 1.872 2.974 1.663
O: -2.635 -1.769 3.827
O: 2.112 -1.903 -3.069
O: 3.311 -3.460 2.361
O: -3.150 -4.013 2.480
N: -4.027 -3.325 0.508
N: -3.895 2.541 -1.361
N: -4.489 1.728 3.961
N: 3.388 6.239 2.342
N: -5.050 1.723 -3.044
N: 1.149 -1.409 3.709
N: 2.828 -5.420 1.286
N: 0.236 0.987 -5.921
N: 1.023 3.181 -1.219
N: 3.561 -3.356 -4.163
N: -4.775 -5.123 1.354
N: -0.244 -5.923 -1.453
N: 1.521 -0.810 -0.658
N: -0.282 -0.375 4.941
N: -1.595 -0.095 -5.805
N: 4.214 -1.497 -3.392
N: 2.406 -3.530 0.393
N: 5.097 2.496 -0.309
N: -0.283 3.134 -2.998
N: -5.341 3.469 5.024
N: 5.325 2.472 -2.431
N: 0.381 -3.939 -2.150
C: 2.846 -4.092 1.455
C: -2.518 -0.348 0.890
C: -3.948 2.369 -2.664
C: 2.296 5.303 2.181
C: -0.425 -0.069 -6.390
C: 1.261 5.932 1.243
C: 1.018 -0.489 4.680
C: -4.726 2.328 5.100
C: -0.040 3.673 -1.810
C: -3.869 -4.162 1.496
C: -0.555 -1.630 0.309
C: 2.511 1.714 1.866
C: 3.188 -2.254 -3.603
C: -3.795 -2.083 4.652
C: 0.092 -0.571 -0.609
C: 2.883 3.976 1.679
C: 0.702 -5.118 -1.851
C: -0.337 -0.481 -2.084
C: 5.030 1.784 -1.397
H: -1.278 0.045 -2.247
H: -5.567 3.851 4.117
H: 5.071 2.144 -3.352
H: 0.373 -1.787 3.185
H: 0.020 1.356 -5.006
H: 1.791 0.945 1.589
H: -3.001 2.961 -1.146
H: 2.093 -1.767 3.675
H: -2.551 -2.459 3.165
H: 0.478 2.704 -3.504
H: 5.027 -1.768 -3.926
H: 1.014 1.267 -6.502
H: -2.298 -0.631 -6.293
H: -2.419 0.440 0.143
H: 2.917 -4.128 -4.063
H: 5.164 3.502 -0.362
H: 4.473 -3.421 -4.592
H: -0.292 -2.630 -0.037
H: 1.675 -1.194 -1.580
H: 3.339 1.635 1.161
H: -4.603 2.386 -0.657
H: -4.829 -3.471 -0.088
H: -3.530 -1.701 5.638
H: -0.255 -1.643 1.357
H: 2.842 1.806 2.901
H: 4.941 2.042 0.580
H: 2.797 -5.832 0.365
H: 5.762 3.381 -2.488
H: 3.201 -6.007 2.019
H: 1.831 6.049 0.322
H: -4.806 -5.898 2.001
H: 1.210 3.302 -0.234
H: -0.537 -3.755 -1.769
H: 1.104 6.980 1.497
H: 2.337 -2.539 0.211
H: 4.154 -0.724 -2.745
H: 1.856 5.223 3.175
H: -0.066 0.397 -0.134
H: -3.565 -2.427 0.499
H: -0.509 -1.499 -2.433
H: -5.368 -5.092 0.537
H: 1.103 -3.402 -2.608
H: -4.103 -3.128 4.689
H: 3.880 6.473 1.491
H: -2.165 -0.032 1.871
H: -1.194 3.184 -3.432
H: -5.040 1.574 -4.042
H: -3.859 0.939 3.940
H: -5.490 1.125 -2.358
H: 3.639 3.660 2.397
H: -0.960 -0.949 4.461
H: 1.565 2.501 -1.734
H: -5.563 3.967 5.874
H: -4.990 1.912 3.103
H: -1.207 -5.752 -1.702
H: 1.956 0.095 -0.766
H: 2.243 -4.214 -0.332
H: 0.160 -6.825 -1.245
H: 4.093 5.983 3.019
H: -4.653 -1.421 4.541
H: 3.473 4.084 0.769
H: 0.378 5.309 1.097
H: 0.344 -0.083 -2.837
H: -3.573 -0.620 0.834
H: -1.793 0.423 -4.961
H: -0.637 0.310 5.593

Calculated values
charge	0
LUMO energy	-0.009	Ha
E_tot	-80176.9497	eV
spin multiplicity	1
F_max	9.14	eV/Å
HOMO	-8.8	eV

3.
C19H6Cl48O3 | the ωB97M-V functional and the def2-TZVPD basis

CARTESIAN COORDINATES (ANGSTROEM)
Cl: -8.313 -9.732 -11.562
Cl: -1.015 -1.172 -1.393
Cl: -4.655 -5.717 -4.095
Cl: -0.288 1.485 -2.312
Cl: 0.035 8.868 5.968
Cl: 1.735 -1.376 -3.137
Cl: -7.375 -10.068 -8.836
Cl: -2.418 1.155 -0.368
Cl: 6.987 -0.696 3.836
Cl: -3.054 -3.526 -3.066
Cl: 0.929 16.908 7.256
Cl: 7.363 1.930 2.657
Cl: 1.475 -8.126 -2.208
Cl: 0.341 0.663 0.401
Cl: -5.567 -10.522 -11.059
Cl: -2.326 10.894 6.689
Cl: 4.701 0.777 2.816
Cl: -5.777 -9.068 -6.511
Cl: 3.175 -5.080 -0.069
Cl: -1.825 -5.578 -4.709
Cl: -4.830 -9.935 -3.909
Cl: -1.341 -7.436 -2.276
Cl: -3.841 8.809 8.021
Cl: 6.647 -0.326 0.976
Cl: 6.072 -5.177 0.083
Cl: 3.591 -9.622 -4.312
Cl: 3.593 -9.431 -7.208
Cl: 4.779 -3.543 -1.937
Cl: 4.659 -2.763 0.856
Cl: -0.651 14.702 6.228
Cl: 2.257 10.162 4.630
Cl: 2.193 14.837 5.665
Cl: -6.900 -7.911 -4.099
Cl: -7.493 -10.664 -4.801
Cl: -0.466 10.909 3.965
Cl: 0.387 -6.282 -0.249
Cl: 1.072 -4.196 -3.005
Cl: -0.307 -9.098 -0.134
Cl: -6.441 -7.828 -10.425
Cl: 1.185 -8.803 -5.716
Cl: -4.748 11.563 8.141
Cl: 0.657 11.652 6.537
Cl: 2.106 -11.549 -5.894
Cl: -2.364 10.756 9.586
Cl: 0.375 16.720 4.414
Cl: 0.062 -2.567 -5.185
Cl: 2.885 -3.227 -5.053
Cl: -3.662 -3.673 -5.900
O: 1.720 6.766 4.117
O: 0.818 5.278 5.594
O: 0.270 5.216 3.124
C: 0.947 5.777 4.250
C: 0.632 2.720 3.836
C: 0.711 15.791 5.891
C: 1.438 -2.842 -4.095
C: 6.426 0.422 2.572
C: -3.299 -4.623 -4.443
C: 1.212 1.297 3.634
C: 0.826 3.917 2.836
C: 2.253 2.149 1.323
C: -6.250 -9.395 -4.830
C: 4.671 -4.141 -0.267
C: 0.620 10.397 5.276
C: 1.658 3.591 1.546
C: -0.847 0.533 -0.918
C: 2.057 0.982 2.371
C: -3.320 10.506 8.109
C: 0.053 -7.736 -1.217
C: 2.618 -9.851 -5.783
C: -6.924 -9.538 -10.470
H: 0.023 2.971 4.784
H: 2.849 1.925 0.364
H: 1.860 4.372 0.743
H: 2.497 -0.069 2.221
H: 0.986 0.521 4.442
H: -0.113 4.966 5.697

Calculated values
charge	0
LUMO energy	-0.016	Ha
E_tot	-627009.2241	eV
spin multiplicity	1
F_max	5.91	eV/Å
HOMO	-9.1	eV

4.
C19H8BiF10I2N7O7S2 | the ωB97M-V functional and the def2-TZVPD basis

CARTESIAN COORDINATES (ANGSTROEM)
Bi: 3.061 -1.910 0.294
I: 1.162 -4.229 2.161
I: 4.796 -4.202 0.149
S: 2.065 0.761 1.765
S: 4.752 1.155 1.676
F: -2.899 2.574 -0.160
F: 6.392 2.085 -0.119
F: 0.874 3.063 1.447
F: 0.757 2.251 3.452
F: -6.964 -0.955 0.149
F: 4.327 1.998 -0.766
F: -0.429 1.382 1.863
F: -5.316 3.480 0.184
F: 4.970 3.542 0.615
F: -4.573 -1.853 -0.265
O: 1.860 -0.412 2.593
O: 1.939 0.468 0.336
O: 1.098 -2.465 -3.568
O: 1.331 2.549 -3.750
O: 5.743 1.405 2.658
O: 2.373 0.755 -2.712
O: 4.741 -0.166 1.042
N: 3.981 -1.482 -1.806
N: 3.319 1.619 2.126
N: -0.491 1.189 -1.758
N: -9.695 0.326 0.642
N: -8.235 4.278 0.630
N: -0.456 -1.668 -0.009
N: 1.434 -2.247 -1.292
C: 3.349 -2.395 -2.782
C: -6.279 1.311 0.198
C: -7.912 3.177 0.520
C: -1.842 -1.339 0.184
C: -1.311 0.618 -1.184
C: 0.723 1.964 2.163
C: 5.135 2.280 0.262
C: -2.224 -0.177 -0.403
C: 1.841 -2.377 -2.626
C: -5.161 2.164 0.081
C: 1.849 1.655 -3.236
C: -7.600 1.797 0.411
C: 0.145 -1.861 -1.142
C: -4.703 -0.538 -0.111
C: -3.598 0.317 -0.214
C: -3.892 1.680 -0.116
C: -8.731 0.951 0.537
C: -5.978 -0.063 0.086
C: 2.626 -3.775 3.504
H: 3.599 -2.131 -3.807
H: 3.706 -3.405 -2.574
H: 4.982 -1.653 -1.748
H: 2.511 -2.875 4.086
H: 3.812 -0.508 -2.065
H: 3.455 -4.456 3.592
H: 0.011 -1.925 0.857
H: -0.430 -1.726 -2.052

Calculated values
relative energy (zero: lowest compared OMol25 entry of this formula, charge and spin)	39.67	kcal per mole
charge	0
LUMO energy (spin up / spin down)	-0.066 / -0.097	Ha
E_tot	-115476.8886	eV
spin multiplicity	1
F_max	0.60	eV/Å
HOMO (spin up / spin down)	-8.4 / -8.6	eV

5.
C19H8BrCl2NNiO4S4 | the ωB97M-V functional and the def2-TZVPD basis

CARTESIAN COORDINATES (ANGSTROEM)
Br: -3.188 -0.164 4.510
Ni: 0.253 -0.761 -0.648
Cl: 0.735 4.259 -1.242
Cl: 5.984 3.227 -0.546
S: -3.552 -3.266 -2.066
S: -1.872 -5.066 -0.523
S: -1.449 -1.116 -2.273
S: 0.470 -3.170 -0.445
O: -4.328 -5.669 -1.291
O: 0.449 1.271 -1.052
O: -0.087 -0.458 1.290
O: -0.412 0.197 3.396
N: 2.395 -0.495 -0.661
C: 5.052 0.234 -0.406
C: -0.764 0.063 2.224
C: -1.937 -2.688 -1.676
C: -4.540 0.848 2.289
C: 4.673 -1.077 -0.353
C: 4.079 1.240 -0.599
C: -3.653 1.389 0.131
C: 4.338 2.627 -0.682
C: 1.989 3.075 -0.994
C: 1.625 1.722 -0.931
C: -2.399 0.990 0.563
C: -3.273 0.463 2.709
C: 3.312 3.511 -0.872
C: -4.734 1.311 0.996
C: -3.435 -4.842 -1.297
C: -1.161 -3.517 -0.959
C: -2.175 0.505 1.852
C: 2.741 0.813 -0.720
C: 3.313 -1.410 -0.486
H: 6.091 0.518 -0.303
H: -5.370 0.773 2.979
H: 2.969 -2.437 -0.451
H: -5.728 1.595 0.671
H: 5.402 -1.863 -0.203
H: -3.779 1.735 -0.887
H: 3.522 4.570 -0.933
H: -1.557 1.064 -0.112

Calculated values
relative energy (zero: lowest compared OMol25 entry of this formula, charge and spin)	6.62	kcal per mole
charge	-2
LUMO energy (spin up / spin down)	0.145 / 0.145	Ha
E_tot	-208990.0191	eV
spin multiplicity	3
F_max	0.55	eV/Å
HOMO (spin up / spin down)	-1.3 / -1.3	eV

6.
C19H9AuN5O4Se | the ωB97M-V functional and the def2-TZVPD basis

CARTESIAN COORDINATES (ANGSTROEM)
Au: 0.648 0.998 -0.449
Se: -4.718 -4.738 -1.028
O: 3.012 0.065 -1.195
O: 4.995 0.153 -0.313
O: -0.253 4.353 1.729
O: -0.477 2.695 0.251
N: -3.543 -4.384 0.260
N: -0.133 -1.030 0.846
N: -0.876 0.079 -1.561
N: -4.210 -3.352 -2.020
N: 2.140 2.106 0.461
C: 2.587 4.013 1.782
C: 3.448 1.823 0.398
C: -1.520 -1.022 -1.123
C: 1.699 3.175 1.114
C: -1.411 -3.245 1.909
C: 4.384 2.614 1.025
C: -2.867 -3.332 -0.116
C: -2.236 0.141 -3.515
C: 0.224 -1.521 2.021
C: 3.776 0.627 -0.443
C: -0.391 -2.629 2.597
C: 3.936 3.724 1.742
C: -1.797 -2.735 0.668
C: -2.551 -1.579 -1.884
C: -1.228 0.649 -2.713
C: -1.130 -1.612 0.170
C: -3.238 -2.761 -1.381
C: -2.905 -0.987 -3.096
C: 0.201 3.457 1.067
H: 4.649 4.360 2.249
H: -3.704 -1.425 -3.678
H: 1.032 -1.011 2.532
H: 2.180 4.867 2.306
H: -1.924 -4.112 2.304
H: -0.689 1.543 -2.992
H: 5.438 2.382 0.952
H: -0.064 -2.987 3.563
H: -2.482 0.638 -4.442

Calculated values
relative energy (zero: lowest compared OMol25 entry of this formula, charge and spin)	0.50	kcal per mole
charge	+1
LUMO energy (spin up / spin down)	-0.145 / -0.244	Ha
E_tot	-104520.1093	eV
spin multiplicity	3
F_max	0.53	eV/Å
HOMO (spin up / spin down)	-11.9 / -12.0	eV

7.
C2 | the ωB97M-V functional and the def2-TZVPD basis

CARTESIAN COORDINATES (ANGSTROEM)
C: 0.000 0.000 0.880
C: 0.000 0.000 -0.880

Calculated values
relative energy (zero: lowest compared OMol25 entry of this formula, charge and spin)	48.65	kcal per mole
charge	0
LUMO energy	-0.120	Ha
E_tot	-2062.6224	eV
spin multiplicity	1
F_max	6.81	eV/Å
HOMO	-9.9	eV

8.
C2 | the ωB97M-V functional and the def2-TZVPD basis

CARTESIAN COORDINATES (ANGSTROEM)
C: 0.000 0.000 -0.972
C: 0.000 0.000 0.972

Calculated values
relative energy (zero: lowest compared OMol25 entry of this formula, charge and spin)	23.55	kcal per mole
charge	+1
LUMO energy (spin up / spin down)	-0.416 / -0.401	Ha
E_tot	-2051.5062	eV
spin multiplicity	2
F_max	3.88	eV/Å
HOMO (spin up / spin down)	-18.6 / -18.5	eV

- Which of these has the highest F_max?
  C19H66N22O13

Copy entry 3 word for word.
C19H6Cl48O3 | the ωB97M-V functional and the def2-TZVPD basis

CARTESIAN COORDINATES (ANGSTROEM)
Cl: -8.313 -9.732 -11.562
Cl: -1.015 -1.172 -1.393
Cl: -4.655 -5.717 -4.095
Cl: -0.288 1.485 -2.312
Cl: 0.035 8.868 5.968
Cl: 1.735 -1.376 -3.137
Cl: -7.375 -10.068 -8.836
Cl: -2.418 1.155 -0.368
Cl: 6.987 -0.696 3.836
Cl: -3.054 -3.526 -3.066
Cl: 0.929 16.908 7.256
Cl: 7.363 1.930 2.657
Cl: 1.475 -8.126 -2.208
Cl: 0.341 0.663 0.401
Cl: -5.567 -10.522 -11.059
Cl: -2.326 10.894 6.689
Cl: 4.701 0.777 2.816
Cl: -5.777 -9.068 -6.511
Cl: 3.175 -5.080 -0.069
Cl: -1.825 -5.578 -4.709
Cl: -4.830 -9.935 -3.909
Cl: -1.341 -7.436 -2.276
Cl: -3.841 8.809 8.021
Cl: 6.647 -0.326 0.976
Cl: 6.072 -5.177 0.083
Cl: 3.591 -9.622 -4.312
Cl: 3.593 -9.431 -7.208
Cl: 4.779 -3.543 -1.937
Cl: 4.659 -2.763 0.856
Cl: -0.651 14.702 6.228
Cl: 2.257 10.162 4.630
Cl: 2.193 14.837 5.665
Cl: -6.900 -7.911 -4.099
Cl: -7.493 -10.664 -4.801
Cl: -0.466 10.909 3.965
Cl: 0.387 -6.282 -0.249
Cl: 1.072 -4.196 -3.005
Cl: -0.307 -9.098 -0.134
Cl: -6.441 -7.828 -10.425
Cl: 1.185 -8.803 -5.716
Cl: -4.748 11.563 8.141
Cl: 0.657 11.652 6.537
Cl: 2.106 -11.549 -5.894
Cl: -2.364 10.756 9.586
Cl: 0.375 16.720 4.414
Cl: 0.062 -2.567 -5.185
Cl: 2.885 -3.227 -5.053
Cl: -3.662 -3.673 -5.900
O: 1.720 6.766 4.117
O: 0.818 5.278 5.594
O: 0.270 5.216 3.124
C: 0.947 5.777 4.250
C: 0.632 2.720 3.836
C: 0.711 15.791 5.891
C: 1.438 -2.842 -4.095
C: 6.426 0.422 2.572
C: -3.299 -4.623 -4.443
C: 1.212 1.297 3.634
C: 0.826 3.917 2.836
C: 2.253 2.149 1.323
C: -6.250 -9.395 -4.830
C: 4.671 -4.141 -0.267
C: 0.620 10.397 5.276
C: 1.658 3.591 1.546
C: -0.847 0.533 -0.918
C: 2.057 0.982 2.371
C: -3.320 10.506 8.109
C: 0.053 -7.736 -1.217
C: 2.618 -9.851 -5.783
C: -6.924 -9.538 -10.470
H: 0.023 2.971 4.784
H: 2.849 1.925 0.364
H: 1.860 4.372 0.743
H: 2.497 -0.069 2.221
H: 0.986 0.521 4.442
H: -0.113 4.966 5.697

Calculated values
charge	0
LUMO energy	-0.016	Ha
E_tot	-627009.2241	eV
spin multiplicity	1
F_max	5.91	eV/Å
HOMO	-9.1	eV